Molecular formula: C6H9NO
Method: DFT, ωB97M-V/def2-TZVPD

Each line ends with the Mulliken charge.
Atoms and positions in Å:
C  -2.1149  -0.1097  -0.0223  0.368
C  -0.9943  -1.1359  0.3907  -0.750
C  0.3335  -0.9220  -0.4496  0.035
C  1.8161  -1.1776  0.0021  -0.735
C  1.3308  0.1746  -0.1509  0.131
C  1.6176  1.4297  -0.0474  -0.705
H  -0.9454  1.4071  1.0380  0.295
H  -2.3906  1.9013  0.1225  0.292
H  -1.6131  -2.0416  0.1265  0.241
H  -0.6454  -0.9156  1.3113  0.433
H  -0.0092  -0.6482  -1.5003  0.280
H  2.7152  -1.0542  -1.0050  0.224
H  1.9394  -1.6607  0.8068  0.419
H  1.1162  2.3527  -0.2610  0.391
H  2.8458  1.5053  0.0170  0.156
N  -1.6517  1.1669  -0.0175  -0.437
O  -3.3500  -0.2723  -0.3609  -0.640

Calculated values
E_tot: -9899.337 eV
ΔE to the lowest compared entry with this formula, charge and spin: 144.5 kcal/mol
Frontier orbital gap: 9.95 eV
Lowest unoccupied orbital energy: 0.449 eV
2S+1: 1

---

Molecular formula: C6H9NO
Method: DFT, ωB97M-V/def2-TZVPD

Each line ends with the Mulliken charge.
Atoms and positions in Å:
C  0.8242  -0.8029  0.5542  -0.558
C  1.5709  0.1101  -0.0663  0.588
C  -0.4456  -0.2863  0.5901  -0.191
C  -1.3265  0.0709  -0.4998  0.456
C  3.0687  0.1837  -0.2730  -1.039
C  -2.8695  0.2541  -0.2675  -1.566
N  -0.4931  1.0133  0.0933  -0.337
O  0.8022  1.1862  -0.4530  -0.239
H  1.2900  -1.7681  0.7603  0.327
H  -1.4971  -0.9343  2.6090  0.029
H  -1.1471  -0.3759  -1.4111  0.499
H  3.5294  0.1909  0.7737  0.274
H  3.1157  1.1466  -0.7339  0.313
H  3.2798  -0.6480  -0.9597  0.306
H  -3.3949  -0.7399  -0.2706  0.306
H  -3.1514  0.7675  -1.1003  0.401
H  -3.1557  0.6319  0.6548  0.432

Calculated values
E_tot: -9897.216 eV
ΔE to the lowest compared entry with this formula, charge and spin: 193.4 kcal/mol
Frontier orbital gap (spin up / spin down): 7.17 / 8.94 eV
Lowest unoccupied orbital energy (spin up / spin down): 0.042 / 0.291 eV
2S+1: 1

---

Molecular formula: C6H9NO
Method: DFT, ωB97M-V/def2-TZVPD

Each line ends with the Mulliken charge.
Atoms and positions in Å:
C  2.8173  -0.7633  -0.1850  0.143
C  1.6368  -0.5134  -0.0681  -0.986
C  0.1838  -0.0778  0.0986  0.762
N  -0.2586  1.0857  -0.6363  -0.406
C  -0.0575  2.3769  0.0693  -0.814
C  -0.6183  -0.4164  1.3537  -0.798
C  -0.7880  -1.1946  0.0368  -0.131
O  -1.8875  -1.0111  -0.7604  -0.581
H  3.8224  -1.1012  -0.6982  0.326
H  -1.2526  0.8228  -0.6932  0.369
H  -0.3251  2.3354  1.1474  0.294
H  1.0767  2.5744  -0.0043  0.243
H  -0.6367  3.1011  -0.5663  0.335
H  -1.3668  0.3589  1.5388  0.298
H  -0.2134  -0.7856  2.3263  0.261
H  -0.4597  -2.2640  -0.1156  0.329
H  -2.7792  -1.0214  -0.2296  0.357

Calculated values
E_tot: -9901.101 eV
ΔE to the lowest compared entry with this formula, charge and spin: 103.9 kcal/mol
Frontier orbital gap: 9.67 eV
Lowest unoccupied orbital energy: 0.711 eV
2S+1: 1
SMILES: C#C[C@]1(NC)C[C@H]1O

---

Molecular formula: C6H9NO
Method: DFT, ωB97M-V/def2-TZVPD

Each line ends with the Mulliken charge.
Atoms and positions in Å:
C  -2.4970  -1.0080  0.2878  -0.350
N  -1.5343  -0.0204  0.5445  -0.361
C  -1.2407  1.0477  -0.4084  -0.556
C  0.2993  0.9568  -0.4866  0.236
C  0.9925  0.8969  0.7281  -0.804
C  1.6624  -0.3238  0.8861  -0.323
C  1.6298  -1.0277  -0.3435  -0.646
O  0.6452  -0.3684  -1.0726  -0.403
H  -2.8152  -0.9249  -0.8167  0.186
H  -2.7606  -1.7332  0.9688  0.332
H  -1.5449  0.8434  -1.4825  0.408
H  -1.5100  1.8773  0.2508  0.311
H  1.1214  1.5779  -1.0379  0.326
H  1.2144  1.6599  1.3089  0.597
H  2.3875  -0.2970  1.6796  0.351
H  1.4226  -2.0361  -0.2653  0.334
H  2.5275  -1.1204  -0.7410  0.362

Calculated values
E_tot: -9900.221 eV
ΔE to the lowest compared entry with this formula, charge and spin: 124.1 kcal/mol
Frontier orbital gap: 9.22 eV
Lowest unoccupied orbital energy: 0.892 eV
2S+1: 1
SMILES: C=NC[C@H]1C=CCO1

---

Molecular formula: C6H9NO
Method: DFT, ωB97M-V/def2-TZVPD

Each line ends with the Mulliken charge.
Atoms and positions in Å:
C  1.5607  0.2049  -1.0617  -1.538
C  0.2335  0.4033  -0.3291  0.570
C  0.0367  1.8460  0.1284  -1.495
C  0.3652  -0.5192  1.0591  0.710
O  1.2702  -0.3181  1.8412  -0.610
C  -0.6624  -1.5169  1.1758  -0.997
C  -1.5572  -1.4677  0.2019  0.694
N  -2.4284  -1.5490  -0.5963  -0.486
H  1.6148  -0.8012  -1.4900  0.335
H  2.4181  0.3289  -0.3944  0.337
H  1.6589  0.9215  -1.8835  0.404
H  -0.5509  0.1841  -1.0546  0.301
H  0.7332  2.1184  0.9268  0.328
H  -0.9801  1.9927  0.5065  0.323
H  0.1873  2.5441  -0.7017  0.402
H  -0.7412  -2.1380  2.0589  0.405
H  -3.1582  -2.2338  -0.3875  0.317

Calculated values
E_tot: -9902.978 eV
ΔE to the lowest compared entry with this formula, charge and spin: 60.6 kcal/mol
Frontier orbital gap: 8.54 eV
Lowest unoccupied orbital energy: -0.432 eV
2S+1: 1
SMILES: CC(C)C(=O)C=C=N

---

Molecular formula: C6H9NO
Method: DFT, ωB97M-V/def2-TZVPD

Each line ends with the Mulliken charge.
Atoms and positions in Å:
C  0.6952  0.9444  -2.8464  -0.888
C  0.7294  0.0182  -0.6539  0.375
C  -0.0893  -0.3405  0.5893  0.308
C  -1.3812  -0.2260  0.9688  -0.490
C  -1.2429  -0.6476  2.3559  -0.444
C  0.3384  -0.7511  2.0041  -0.414
H  1.8140  0.5718  -2.9636  0.305
H  0.2341  0.5202  -3.9140  0.294
H  1.2983  2.2630  -3.0512  0.258
H  -0.9129  0.9164  -1.3999  0.289
H  -2.2424  0.0048  0.3703  0.379
H  -1.7014  -1.8399  2.9150  0.194
H  -1.6795  0.0334  3.3101  0.221
H  0.6938  -1.8346  2.0687  0.177
H  1.2369  0.0498  2.5088  0.223
N  0.1389  0.4780  -1.6409  -0.093
O  2.0707  -0.1603  -0.6213  -0.693

Calculated values
E_tot: -9898.823 eV
ΔE to the lowest compared entry with this formula, charge and spin: 156.4 kcal/mol
Frontier orbital gap: 9.85 eV
Lowest unoccupied orbital energy: 0.332 eV
2S+1: 1

---

Molecular formula: C6H9NO
Method: DFT, ωB97M-V/def2-TZVPD

Each line ends with the Mulliken charge.
Atoms and positions in Å:
C  -2.2215  1.8598  0.7471  0.120
C  -1.9549  0.7693  0.2937  -0.660
C  -1.1481  -0.5726  -0.2987  0.784
C  -1.2457  -0.5997  -1.7972  -1.133
O  -1.1729  -1.5725  0.3799  -0.535
H  -2.6147  2.7492  1.1596  0.434
H  -1.0021  -1.5883  -2.1863  0.297
H  -2.2193  -0.2801  -2.1561  0.336
H  -0.4784  0.1066  -2.1319  0.314
H  1.3158  0.9905  -1.2858  0.196
N  1.0840  0.3161  -0.5619  -0.409
C  1.7902  0.3788  0.4914  -0.008
C  1.7882  -0.6944  1.5142  -0.869
H  2.6752  1.0245  0.5234  0.346
H  2.6444  -1.3521  1.3475  0.264
H  1.8786  -0.2476  2.5028  0.295
H  0.8813  -1.2874  1.4582  0.227

Calculated values
E_tot: -9901.625 eV
ΔE to the lowest compared entry with this formula, charge and spin: 91.8 kcal/mol
Frontier orbital gap: 10.53 eV
Lowest unoccupied orbital energy: 0.666 eV
2S+1: 1
SMILES: C#CC(C)=O.[H]/N=C/C

---

Molecular formula: C6H9NO
Method: DFT, ωB97M-V/def2-TZVPD

Each line ends with the Mulliken charge.
Atoms and positions in Å:
O  2.5528  -0.2245  -0.3325  -0.557
C  1.1646  -0.2656  -0.0564  0.160
C  0.0454  -1.3164  -0.7507  -0.523
N  -1.1716  -0.6514  -0.4460  -0.427
C  -0.9651  -0.4917  0.9675  -0.697
C  0.3050  0.2611  1.0358  -0.045
C  0.3194  1.1060  -0.2948  -0.146
C  -1.0346  0.8311  -1.0075  -0.570
H  2.7289  0.2316  0.6329  0.392
H  0.0877  -2.2195  -0.1317  0.342
H  0.2992  -1.2844  -1.8802  0.315
H  -1.8142  0.2160  1.2508  0.286
H  -1.0561  -1.5258  1.5209  0.290
H  0.4401  1.0241  2.0218  0.309
H  1.0315  2.0134  -0.1582  0.294
H  -1.8332  1.2467  -0.2905  0.250
H  -1.0997  1.0494  -2.0813  0.327

Calculated values
E_tot: -9900.848 eV
ΔE to the lowest compared entry with this formula, charge and spin: 109.7 kcal/mol
Frontier orbital gap: 9.38 eV
Lowest unoccupied orbital energy: 0.826 eV
2S+1: 1
SMILES: O[C@@]12CN3C[C@@H]1[C@@H]2C3

---

Molecular formula: C6H9NO
Method: DFT, ωB97M-V/def2-TZVPD

Each line ends with the Mulliken charge.
Atoms and positions in Å:
O  2.6037  -0.6242  -0.0911  -0.366
N  1.9676  0.6538  -0.0701  -0.705
C  0.7106  0.3892  -0.0095  0.400
C  0.1440  -0.9656  0.0268  -0.466
C  -1.3528  -0.7978  0.3554  -0.315
C  -2.6508  -0.3317  -0.1752  -0.320
C  -1.4416  0.5896  -0.4167  -0.360
C  -0.3750  1.2885  0.2593  -0.200
H  3.4861  -0.3925  0.1001  0.343
H  0.5182  -1.5250  0.9405  0.294
H  0.4105  -1.4078  -0.9231  0.338
H  -1.4409  -0.5832  1.3826  0.178
H  -3.0592  -0.8863  -0.9336  0.275
H  -3.2960  0.0635  0.5896  0.214
H  -0.9234  0.4407  -1.3740  0.202
H  -0.0365  2.1779  -0.2983  0.309
H  -0.4679  1.4962  1.4947  0.178

Calculated values
E_tot: -9899.112 eV
ΔE to the lowest compared entry with this formula, charge and spin: 149.7 kcal/mol
Frontier orbital gap: 9.47 eV
Lowest unoccupied orbital energy: 0.995 eV
2S+1: 1
SMILES: ON=C1C[C@@H]2C[C@H]2C1

---

Molecular formula: C6H9NO
Method: DFT, ωB97M-V/def2-TZVPD

Each line ends with the Mulliken charge.
Atoms and positions in Å:
C  -0.5141  -1.7260  1.5683  -1.007
C  -0.2373  -0.7629  0.3195  0.719
C  -1.0990  0.2257  -0.4031  -0.693
C  -0.1538  1.2347  -1.1505  -0.261
C  0.7315  1.6487  0.1078  -0.834
C  0.9922  0.1496  -0.0443  -0.359
H  -0.1681  -1.3717  2.5848  0.268
H  -1.6786  -1.9008  1.4378  0.277
H  0.0981  -2.5516  1.2307  0.299
H  -2.0169  0.5515  -0.2114  0.706
H  -0.6347  1.8023  -1.9538  0.457
H  0.2248  2.2498  0.9198  0.313
H  1.5630  2.1076  -0.3937  0.358
H  1.9617  -0.1701  0.2444  0.544
H  0.7536  -0.6567  -1.8858  0.348
N  0.9661  0.2926  -1.4452  -0.581
O  -0.7884  -1.1226  -0.9254  -0.556

Calculated values
E_tot: -9900.757 eV
ΔE to the lowest compared entry with this formula, charge and spin: 111.8 kcal/mol
Frontier orbital gap: 9.97 eV
Lowest unoccupied orbital energy: 1.020 eV
2S+1: 1

---

Molecular formula: C6H9NO
Method: DFT, ωB97M-V/def2-TZVPD

Each line ends with the Mulliken charge.
Atoms and positions in Å:
C  0.1655  1.8293  1.2986  -0.613
C  -1.2502  -0.1409  1.0374  -0.423
C  -0.1418  -0.3235  0.1727  1.248
C  -0.2217  -0.8442  -1.3188  -0.504
C  1.3615  -0.6011  0.4190  -1.269
C  2.4635  -1.0864  0.4196  0.176
H  -0.2664  2.9996  1.3521  0.243
H  1.1316  1.7176  0.5060  0.208
H  0.3009  1.1173  2.2602  0.231
H  -1.3125  -0.5495  2.1970  0.155
H  -2.1788  -0.5509  0.6653  0.276
H  0.9477  -1.2822  -1.8563  0.241
H  -0.8011  -1.8262  -1.1078  0.269
H  -1.2926  0.7843  -2.0777  0.265
H  3.3465  -2.1396  0.4782  0.312
N  -0.5886  1.0076  0.5274  -0.331
O  -1.2520  -0.0404  -2.2851  -0.484

Calculated values
E_tot: -9895.636 eV
ΔE to the lowest compared entry with this formula, charge and spin: 229.9 kcal/mol
Frontier orbital gap: 9.78 eV
Lowest unoccupied orbital energy: 0.583 eV
2S+1: 1

---

Molecular formula: C6H9NO
Method: DFT, ωB97M-V/def2-TZVPD

Each line ends with the Mulliken charge.
Atoms and positions in Å:
C  -0.0090  1.3991  -0.1939  -0.466
C  0.0089  -0.6135  2.0289  -1.441
C  -1.3382  0.7028  0.1307  -0.401
C  0.6009  0.2103  -0.8796  0.023
N  1.3908  0.2450  -1.9585  -0.393
C  -0.4412  -0.8388  -0.7135  -0.069
C  -0.9198  -0.5651  0.8379  0.116
O  -1.6192  -0.1631  -1.1099  -0.434
H  1.9924  1.0374  -2.1246  0.197
H  1.2985  -0.4346  -2.6992  0.214
H  -0.2823  -1.8253  -1.1544  0.532
H  -0.0801  2.2461  -0.8784  0.423
H  0.4646  1.7227  0.7294  0.226
H  -1.7721  -1.2339  0.9648  0.456
H  0.2386  -1.6489  2.2879  0.360
H  0.9497  -0.0942  1.8451  0.322
H  -0.4827  -0.1461  2.8874  0.335

Calculated values
E_tot: -9900.392 eV
ΔE to the lowest compared entry with this formula, charge and spin: 120.2 kcal/mol
Frontier orbital gap (spin up / spin down): 6.26 / 8.47 eV
Lowest unoccupied orbital energy (spin up / spin down): -0.009 / 0.733 eV
2S+1: 1

---

Molecular formula: C6H9NO
Method: DFT, ωB97M-V/def2-TZVPD

Each line ends with the Mulliken charge.
Atoms and positions in Å:
C  2.3329  -0.6910  0.1339  -0.952
N  1.0244  -0.0711  0.5174  -0.425
C  0.0480  -0.4374  -0.4770  -0.257
C  -1.3351  -0.4618  0.2197  0.072
O  -2.2167  -1.4302  -0.3058  -0.546
C  -1.6905  0.9857  0.3013  -0.498
C  -0.6459  1.7664  -0.1280  -0.881
C  0.5266  0.9391  -0.3907  0.253
H  2.9210  -0.6073  1.0495  0.305
H  2.7086  -0.2117  -0.6533  0.398
H  2.1230  -1.7617  -0.0871  0.324
H  0.2856  -1.1275  -1.3105  0.523
H  -1.2217  -0.9191  1.2425  0.209
H  -2.9135  -1.4702  0.3845  0.349
H  -2.5796  1.3950  0.8009  0.337
H  -0.7277  2.8135  -0.2778  0.450
H  1.3608  1.2893  -1.0195  0.339

Calculated values
E_tot: -9902.247 eV
ΔE to the lowest compared entry with this formula, charge and spin: 77.4 kcal/mol
Frontier orbital gap: 9.59 eV
Lowest unoccupied orbital energy: 0.940 eV
2S+1: 1
SMILES: CN1[C@H]2[C@H](O)C=C[C@H]21

---

Molecular formula: C6H9NO
Method: DFT, ωB97M-V/def2-TZVPD

Each line ends with the Mulliken charge.
Atoms and positions in Å:
C  -0.2764  1.8695  1.8722  -1.020
C  -0.5187  0.6436  0.9174  -0.309
C  -0.0145  0.8616  -0.6436  -0.075
O  1.1899  0.1327  -0.2516  -0.520
C  0.4207  -0.6619  0.7241  -0.148
C  -0.3780  -1.5211  -0.2878  0.053
N  0.2936  -1.4236  -1.5189  -0.821
C  -0.7669  -0.3319  -1.2468  -0.697
H  -1.1730  2.6223  1.6441  0.250
H  -0.1795  1.6851  2.9678  0.333
H  0.7977  2.2209  1.2001  0.182
H  -1.4449  0.1497  1.1254  0.464
H  0.0253  1.9907  -0.9721  0.369
H  0.8007  -1.1773  1.5608  0.517
H  -0.9911  -2.3323  0.2020  0.353
H  1.3268  -1.0052  -1.1529  0.467
H  -1.5329  -0.4092  -1.9426  0.602

Calculated values
E_tot: -9899.002 eV
ΔE to the lowest compared entry with this formula, charge and spin: 152.2 kcal/mol
Frontier orbital gap: 9.73 eV
Lowest unoccupied orbital energy: 0.970 eV
2S+1: 1
SMILES: C[C@H]1[C@H]2O[C@@H]1[C@@H]1N[C@@H]12